13
Properties=species:S:1:pos:R:3:forces:R:3 method="wB97M-V/def2-TZVPD" largest_force_ev_per_a=3.5 lumo_energy_ha=0.00897 charge=0 orbital_gap_ev=9.32 e_homo_ev=-9.1 smiles="CC(=O)CC=C=O"
C 1.496872 -0.330195 -0.613812 0.268 -0.293 0.799
C 0.637889 0.721612 0.037829 -1.177 1.431 -2.977
O 1.049467 1.640199 0.690583 -0.040 -0.440 0.494
C -0.879855 0.679004 -0.517479 2.347 -0.008 1.285
C -1.475783 -0.234576 0.492015 -0.492 0.040 0.294
C -0.802109 -0.897693 1.408385 -1.172 -0.914 0.395
O -0.377136 -1.616728 2.220108 0.305 0.557 -0.365
H 2.385782 -0.502290 -0.013777 0.131 -0.087 -0.030
H 0.948085 -1.256953 -0.755314 -0.007 -0.123 -0.045
H 1.800986 0.038869 -1.592973 -0.093 0.133 -0.028
H -1.320633 1.672058 -0.457036 0.090 -0.009 -0.106
H -0.919549 0.258330 -1.523099 0.030 0.159 -0.029
H -2.544016 -0.171637 0.624569 -0.190 -0.445 0.312